1.
A molecular structure, C31H36InN5O2. Source: OMol25; level of theory: ωB97M-V/def2-TZVPD.

The geometry in ORCA input format:
```
! RIJCOSX wB97M-V def2-TZVPD def2/J DEFGRID3
* xyz 0 1
In 0.8425 -1.1291 0.5115
C -1.6823 2.0082 3.1883
C -1.2123 1.4181 2.0030
N 0.0199 0.9988 1.8502
C 0.9039 1.1159 2.8741
C 0.5125 1.6634 4.1129
C -0.8173 2.1208 4.2383
C 1.4361 1.7260 5.1858
C 2.6879 1.2260 4.9954
C 3.1006 0.6915 3.7582
C 2.2652 0.6526 2.6529
N 2.5328 0.2172 1.3810
C 3.7556 0.2080 0.7825
C 5.0039 0.5130 1.3111
C 6.1672 0.5574 0.5191
C 6.1536 0.2891 -0.8158
C 4.9169 -0.0473 -1.4181
C 4.8072 -0.3362 -2.7946
C 3.6000 -0.6791 -3.3327
C 2.4908 -0.7421 -2.4744
N 2.5572 -0.4568 -1.1973
C 3.7416 -0.1018 -0.6407
H -2.7063 2.3478 3.2528
H -1.8796 1.2821 1.1598
H -1.1350 2.5536 5.1790
H 1.1254 2.1461 6.1327
H 3.3995 1.2295 5.8123
H 4.0871 0.2632 3.7152
H 5.1162 0.7677 2.3488
H 7.1001 0.8146 1.0058
H 7.0520 0.3217 -1.4163
H 5.6971 -0.2859 -3.4106
H 3.4876 -0.9058 -4.3837
H 1.5238 -1.0596 -2.8490
O -1.0836 -3.1286 2.6771
C -2.3612 -2.5149 2.7146
C -3.3697 -3.1896 1.7962
C -3.0481 -3.0211 0.3100
C -3.3753 -1.6423 -0.2032
C -4.6521 -1.1021 -0.0718
C -4.8638 0.1926 -0.5185
C -3.8292 0.9145 -1.0853
C -2.5916 0.2693 -1.2299
N -2.3843 -0.9766 -0.7834
H -1.1939 -4.0665 2.8655
H -2.1994 -1.4764 2.4093
H -2.7444 -2.4985 3.7435
H -4.3592 -2.7791 2.0102
H -3.4258 -4.2537 2.0512
H -3.6236 -3.7513 -0.2679
H -1.9902 -3.2107 0.1235
H -5.4518 -1.6746 0.3756
H -5.8378 0.6534 -0.4108
H -3.9722 1.9350 -1.3976
H -0.6695 0.2475 -1.7331
C -0.6721 -3.3273 -3.1023
O 0.3503 -3.0392 -2.1675
H -0.9880 -4.3741 -3.0547
H -0.3713 -3.0950 -4.1292
H -1.5174 -2.6972 -2.8295
H 1.1277 -3.5711 -2.3614
C -2.4063 2.1788 -3.6451
C -1.3400 2.0782 -2.5481
C -1.3712 3.3104 -1.6398
C 0.0343 1.9847 -3.2121
N -1.4722 0.8591 -1.7488
H -2.0587 2.8591 -4.4230
H -3.3561 2.5635 -3.2815
H -2.5843 1.2041 -4.0997
H -1.2190 4.2197 -2.2225
H -0.5865 3.2419 -0.8867
H -2.3271 3.4004 -1.1236
H 0.2521 2.8989 -3.7626
H 0.0652 1.1468 -3.9104
H 0.8161 1.8435 -2.4645
*
```

Results
Gap between HOMO and LUMO, Ha: 0.2442
E_tot, Eh: -1817.31220
Lowest unoccupied orbital energy, eV: 0.40
Relative energy (zero: lowest compared OMol25 entry of this formula, charge and spin), kJ/mol: 0.0

Let us look at the Löwdin charges, expressed in e, one per atom:
1. In 0.862
2. C -0.050
3. C -0.144
4. N 0.035
5. C -0.168
6. C -0.160
7. C -0.014
8. C -0.061
9. C -0.085
10. C -0.026
11. C -0.238
12. N -0.063
13. C -0.226
14. C -0.022
15. C -0.089
16. C -0.068
17. C -0.162
18. C -0.012
19. C -0.049
20. C -0.164
21. N 0.010
22. C -0.156
23. H 0.102
24. H 0.094
25. H 0.115
26. H 0.104
27. H 0.103
28. H 0.086
29. H 0.072
30. H 0.103
31. H 0.103
32. H 0.116
33. H 0.102
34. H 0.090
35. O -0.127
36. C -0.269
37. C -0.180
38. C -0.136
39. C -0.293
40. C -0.044
41. C -0.066
42. C -0.026
43. C -0.334
44. N 0.152
45. H 0.086
46. H 0.105
47. H 0.117
48. H 0.102
49. H 0.114
50. H 0.120
51. H 0.098
52. H 0.105
53. H 0.107
54. H 0.085
55. H 0.088
56. C -0.154
57. O -0.215
58. H 0.079
59. H 0.077
60. H 0.066
61. H 0.080
62. C -0.039
63. C -0.593
64. C -0.034
65. C -0.044
66. N 0.096
67. H 0.083
68. H 0.066
69. H 0.092
70. H 0.086
71. H 0.085
72. H 0.071
73. H 0.088
74. H 0.087
75. H 0.082


2.
A molecular structure, C6H7HgLiO6 at a distorted geometry. Source: OMol25; level of theory: ωB97M-V/def2-TZVPD.

The geometry in ORCA input format:
```
! RIJCOSX wB97M-V def2-TZVPD def2/J DEFGRID3
* xyz 2 1
O 4.5666 -0.2550 -0.2216
C 3.4118 0.1460 -0.0004
O 3.2198 1.2206 0.6551
O 2.3793 -0.6018 -0.4288
C 1.2069 -0.4717 0.2314
C 0.7966 -1.4715 1.1024
Hg 5.1550 1.2923 0.8411
H 0.1322 -1.2976 1.9542
H 1.5791 -2.2008 1.3355
Li 1.4565 1.7380 1.2282
C -0.4472 -1.0975 -0.3301
C -1.3779 0.0583 -0.0089
O -2.5684 -0.1091 -0.7770
C -3.3969 0.9211 -0.8325
O -3.3733 1.8881 -0.1100
O -4.1750 0.7755 -1.8969
H -0.9897 -2.0467 -0.2234
H -0.2247 -1.1305 -1.4067
H -0.9352 1.0390 -0.2280
H -1.6170 0.0923 1.0625
H -4.7985 1.5109 -1.9461
*
```

Results
Gap between HOMO and LUMO, Ha: 0.1589
E_tot, Eh: -844.37909
Lowest unoccupied orbital energy, eV: -11.56
Relative energy (zero: lowest compared OMol25 entry of this formula, charge and spin), kJ/mol: 219.6

Let us look at the Löwdin charges, expressed in e, one per atom:
1. O 0.009
2. C -0.714
3. O -0.206
4. O 0.117
5. C -0.258
6. C 0.097
7. Hg 1.601
8. H 0.127
9. H 0.131
10. Li 0.818
11. C -0.020
12. C -0.186
13. O 0.058
14. C -0.623
15. O 0.136
16. O 0.186
17. H 0.154
18. H 0.153
19. H 0.123
20. H 0.144
21. H 0.152


3.
A single C4H13N3OS molecule at a distorted geometry. Source: OMol25; level of theory: ωB97M-V/def2-TZVPD.

The geometry in ORCA input format:
```
! RIJCOSX wB97M-V def2-TZVPD def2/J DEFGRID3
* xyz 0 3
C 0.4628 -1.4375 1.7476
C -1.6944 -0.3179 1.2730
C -0.1811 2.0953 -1.7483
C 0.9358 -0.2657 -1.6631
N 2.0116 0.9392 0.9399
N -0.1984 -0.4001 0.9847
N 0.6450 1.0611 -1.1223
O -2.1173 0.3461 2.4285
S 0.5601 1.2022 0.5675
H 0.2595 -2.3895 1.2636
H 1.5180 -1.1602 1.7228
H 0.0362 -1.6281 2.6988
H -2.0825 -1.3648 1.4095
H -1.4242 0.8544 2.8342
H -2.1037 0.1047 0.4075
H -1.2787 1.9155 -1.8157
H 0.1485 3.0077 -1.3287
H 0.1532 1.9459 -2.7281
H 1.0321 -0.0284 -2.7324
H 1.8464 -0.5831 -1.2590
H 0.1622 -1.0424 -1.4549
H 2.3830 1.6555 1.6107
*
```

Results
Gap between HOMO and LUMO (spin up / spin down), Ha: 0.1709 / 0.2389
E_tot, Eh: -797.59922
Lowest unoccupied orbital energy (spin up / spin down), eV: 0.72 / -2.14
Relative energy (zero: lowest compared OMol25 entry of this formula, charge and spin), kJ/mol: 0.0

Let us look at the Löwdin charges, expressed in e, one per atom:
1. C -0.133
2. C -0.278
3. C -0.140
4. C -0.113
5. N -0.296
6. N -0.288
7. N -0.448
8. O -0.038
9. S 0.790
10. H 0.081
11. H 0.063
12. H 0.069
13. H 0.138
14. H 0.074
15. H 0.085
16. H 0.089
17. H 0.051
18. H 0.051
19. H 0.089
20. H 0.047
21. H 0.081
22. H 0.024


4.
9 unconnected molecules or ions with the total composition C27H81O36P9 at a distorted geometry. Source: OMol25; level of theory: ωB97M-V/def2-TZVPD.

The geometry in ORCA input format:
```
! RIJCOSX wB97M-V def2-TZVPD def2/J DEFGRID3
* xyz 1 2
C 1.0562 -1.7756 -0.3408
O 0.2428 -0.6970 -0.0541
P 0.6449 0.8575 -0.4397
O -0.2290 1.9033 0.1858
O 2.2255 0.9276 -0.1394
C 2.9742 2.0968 -0.2814
O 0.5312 0.8667 -2.1009
C -0.7695 0.6587 -2.7032
H 0.7737 -2.3471 -1.2249
H 1.0352 -2.4264 0.5334
H 2.1020 -1.5030 -0.4821
H 3.8809 1.8886 -0.8494
H 3.3893 2.4087 0.6770
H 2.3637 2.9480 -0.5829
H -1.5754 0.9293 -2.0211
H -0.8289 -0.4122 -2.8975
H -0.9285 1.2024 -3.6345
C -2.4874 4.1715 1.6411
O -3.7363 4.3366 2.3294
P -3.5845 5.4505 3.5012
O -2.4246 5.2935 4.4706
O -5.0333 5.3997 4.2083
C -5.3576 4.2218 4.9863
O -3.6737 6.7799 2.6253
C -4.5773 7.0282 1.6420
H -2.4636 3.0979 1.4543
H -1.5850 4.4621 2.1789
H -2.5093 4.7279 0.7040
H -4.6980 3.3792 4.7789
H -6.3548 3.9349 4.6524
H -5.4012 4.4869 6.0427
H -3.9420 7.2738 0.7911
H -5.3213 7.8159 1.7605
H -5.1238 6.1074 1.4380
C -5.0618 2.3066 -2.0720
O -5.7335 1.7701 -0.9551
P -5.2214 0.4022 -0.2384
O -4.7466 -0.7140 -1.1449
O -6.3995 0.0535 0.8799
C -7.6438 -0.2744 0.3726
O -4.0182 0.9669 0.6859
C -3.4934 0.3754 1.7926
H -4.0714 1.9019 -2.2803
H -5.0249 3.3952 -2.0310
H -5.6803 1.9272 -2.8854
H -7.8176 -1.3485 0.4376
H -7.8332 -0.1162 -0.6890
H -8.3674 0.2523 0.9947
H -3.9861 -0.5612 2.0538
H -3.6611 1.0685 2.6169
H -2.4065 0.3526 1.7129
C 7.4510 -3.4279 -3.2468
O 7.9611 -2.1084 -2.9672
P 7.7323 -0.8490 -3.9477
O 8.2242 -1.0393 -5.3671
O 6.1863 -0.5548 -3.7179
C 5.6481 -0.5693 -2.4030
O 8.3717 0.4292 -3.1603
C 9.7749 0.5617 -3.0036
H 6.7115 -3.4529 -4.0471
H 6.9361 -3.9807 -2.4610
H 8.3156 -3.9542 -3.6513
H 6.4174 -0.5360 -1.6316
H 4.9876 -1.3935 -2.1338
H 5.0299 0.3025 -2.1888
H 10.2334 -0.3371 -3.4160
H 9.9303 0.4681 -1.9288
H 10.1141 1.5444 -3.3312
C 1.3740 5.4944 -6.6133
O 1.8989 4.5578 -5.6876
P 1.8105 4.7524 -4.1066
O 2.2397 6.1005 -3.6906
O 0.2682 4.3978 -3.7197
C -0.0657 4.6900 -2.3490
O 2.6512 3.4656 -3.4736
C 2.8945 2.3168 -4.2533
H 1.1967 6.4440 -6.1085
H 0.5502 5.0735 -7.1899
H 2.1393 5.6306 -7.3775
H -1.1485 4.7336 -2.2324
H 0.2530 5.7057 -2.1147
H 0.3636 3.9458 -1.6782
H 2.3076 1.5396 -3.7638
H 3.9699 2.1449 -4.2072
H 2.5254 2.2686 -5.2778
C -0.4896 -1.9785 3.1565
O -1.7565 -1.9828 3.7640
P -1.9912 -3.0531 4.9514
O -3.4047 -3.1816 5.3666
O -1.2760 -4.4008 4.4145
C -1.5029 -5.6860 4.9392
O -1.0234 -2.4930 6.1456
C -1.3842 -1.2661 6.7648
H -0.1440 -0.9564 3.0016
H -0.4739 -2.4988 2.1988
H 0.2997 -2.2966 3.8377
H -1.9277 -5.5486 5.9336
H -0.5793 -6.2646 4.9563
H -2.0649 -6.3087 4.2432
H -2.3985 -0.9720 6.4950
H -0.5354 -0.6127 6.5628
H -1.4204 -1.4662 7.8357
C -5.1123 -4.4333 2.6514
O -3.9995 -5.2748 2.4249
P -2.9855 -4.9692 1.1365
O -1.5290 -5.3296 1.3483
O -3.6822 -5.8752 -0.0006
C -3.4925 -7.2636 0.0552
O -3.2400 -3.4716 0.7218
C -2.3132 -2.7643 -0.0741
H -4.8824 -3.4039 2.9264
H -5.7470 -4.7831 3.4656
H -5.8126 -4.3416 1.8212
H -3.0638 -7.6680 0.9721
H -2.7936 -7.5767 -0.7205
H -4.4018 -7.8041 -0.2080
H -2.1167 -1.7370 0.2327
H -2.7189 -2.8104 -1.0848
H -1.3138 -3.1993 -0.0747
C 3.1727 6.3890 -0.7090
O 2.0478 6.0969 0.1003
P 2.2927 5.4331 1.5422
O 3.6800 4.9502 1.8336
O 1.7603 6.5680 2.6017
C 0.5429 7.1623 2.4582
O 1.1261 4.3092 1.5390
C 1.1312 3.4290 2.6207
H 3.3191 5.5731 -1.4168
H 4.0618 6.6672 -0.1433
H 2.8868 7.2352 -1.3337
H 0.1376 7.0259 1.4556
H 0.7260 8.2362 2.4945
H -0.0495 6.8584 3.3212
H 1.3585 2.4134 2.2969
H 0.1293 3.4107 3.0497
H 1.9552 3.4967 3.3309
C 4.7890 -6.8053 -2.8999
O 3.9252 -6.8457 -1.7414
P 2.3934 -7.3630 -1.9338
O 1.8818 -7.3406 -3.3113
O 2.4791 -8.7719 -1.2453
C 1.2893 -9.5540 -1.0586
O 1.4298 -6.5333 -0.8867
C 0.6692 -5.3595 -1.3002
H 5.7331 -7.2758 -2.6252
H 5.0098 -5.7556 -3.0933
H 4.3430 -7.2839 -3.7718
H 1.2113 -9.4598 0.0245
H 1.4307 -10.5968 -1.3425
H 0.4807 -9.1064 -1.6366
H -0.3718 -5.6491 -1.4442
H 1.0503 -4.7950 -2.1512
H 0.5537 -4.7029 -0.4378
*
```

Results
Gap between HOMO and LUMO (spin up / spin down), Ha: 0.3416 / 0.0739
E_tot, Eh: -6858.49121
Lowest unoccupied orbital energy (spin up / spin down), eV: -2.46 / -9.74
Relative energy (zero: lowest compared OMol25 entry of this formula, charge and spin), kJ/mol: 0.0

These are the Löwdin partial charges, in e, on atoms 1 to 99:
1. C -0.147
2. O -0.239
3. P 0.544
4. O -0.233
5. O -0.213
6. C -0.094
7. O -0.255
8. C -0.077
9. H 0.083
10. H 0.080
11. H 0.092
12. H 0.090
13. H 0.087
14. H 0.081
15. H 0.071
16. H 0.083
17. H 0.094
18. C -0.090
19. O -0.236
20. P 0.461
21. O -0.258
22. O -0.223
23. C -0.082
24. O -0.205
25. C -0.141
26. H 0.069
27. H 0.060
28. H 0.094
29. H 0.079
30. H 0.087
31. H 0.093
32. H 0.096
33. H 0.098
34. H 0.087
35. C -0.099
36. O -0.220
37. P 0.537
38. O -0.269
39. O -0.213
40. C -0.152
41. O -0.221
42. C -0.146
43. H 0.076
44. H 0.098
45. H 0.096
46. H 0.085
47. H 0.091
48. H 0.100
49. H 0.088
50. H 0.095
51. H 0.083
52. C -0.090
53. O -0.242
54. P 0.451
55. O -0.251
56. O -0.204
57. C -0.110
58. O -0.234
59. C -0.094
60. H 0.084
61. H 0.080
62. H 0.095
63. H 0.089
64. H 0.085
65. H 0.067
66. H 0.087
67. H 0.088
68. H 0.097
69. C -0.084
70. O -0.233
71. P 0.476
72. O -0.228
73. O -0.227
74. C -0.091
75. O -0.228
76. C -0.114
77. H 0.091
78. H 0.091
79. H 0.091
80. H 0.086
81. H 0.080
82. H 0.069
83. H 0.069
84. H 0.094
85. H 0.088
86. C -0.117
87. O -0.209
88. P 0.452
89. O -0.230
90. O -0.236
91. C -0.091
92. O -0.237
93. C -0.090
94. H 0.097
95. H 0.065
96. H 0.097
97. H 0.102
98. H 0.097
99. H 0.075